# 1
Below is C16H19CoF4N4S as an isolated structure, with properties calculated with ωB97M-V with the def2-TZVPD basis set.

Structure (XYZ):
```
45
Properties=species:S:1:pos:R:3:nbo_charge:R:1
Co 0.96 0.47 0.43 1.397
C 0.89 -0.91 3.06 -0.431
N 1.31 -1.16 1.66 -0.530
C 0.58 -2.33 1.11 -0.443
C 2.78 -1.39 1.60 -0.244
C 3.36 -1.15 0.20 -0.276
N 2.76 0.06 -0.35 -0.536
C 3.26 0.74 -1.38 0.071
C 2.71 2.02 -1.65 0.362
F 1.77 2.48 -0.82 -0.312
C 3.12 2.79 -2.70 0.338
F 2.57 3.97 -2.90 -0.261
C 4.13 2.32 -3.54 -0.206
C 4.70 1.08 -3.31 0.342
F 5.65 0.62 -4.11 -0.256
C 4.30 0.30 -2.25 0.358
F 4.84 -0.89 -2.08 -0.261
H 1.13 -1.76 3.70 0.224
H -0.19 -0.76 3.09 0.219
H 1.39 -0.03 3.45 0.218
H 0.78 -3.22 1.72 0.218
H 0.89 -2.53 0.09 0.220
H -0.49 -2.13 1.12 0.236
H 3.01 -2.41 1.92 0.233
H 3.26 -0.70 2.30 0.223
H 3.17 -2.00 -0.46 0.238
H 4.44 -1.06 0.28 0.250
H 4.46 2.92 -4.38 0.285
C -5.31 2.54 -0.09 -0.673
C -4.49 1.29 0.03 0.342
C -4.95 0.10 0.52 -0.298
C -4.07 -0.98 0.60 0.362
N -2.77 -0.86 0.23 -0.475
C -2.36 0.28 -0.27 0.338
S -0.76 0.47 -0.96 -0.375
N -3.20 1.34 -0.36 -0.499
C -4.50 -2.31 1.11 -0.668
H -6.36 2.33 0.10 0.265
H -5.21 2.98 -1.09 0.259
H -4.96 3.28 0.63 0.264
H -5.98 0.00 0.83 0.263
H -2.83 2.19 -0.77 0.449
H -5.57 -2.36 1.27 0.246
H -3.98 -2.53 2.05 0.260
H -4.20 -3.08 0.40 0.266
```

Calculated values
HOMO (spin up / spin down): -14.97 / -15.37 eV
Spin multiplicity: 5
Charge: +2
Electronic energy: -3019.9654 Eh

---

# 2
Below is a 2-piece molecular cluster, C4H10N2 overall, with properties calculated with ωB97M-V with the def2-TZVPD basis set.

Structure (XYZ):
```
16
Properties=species:S:1:pos:R:3:nbo_charge:R:1
C -0.23 1.03 3.60 -0.669
C -1.29 1.25 2.55 -0.166
C -1.10 1.11 1.23 -0.416
H 0.66 1.68 3.54 0.224
H -0.48 1.09 4.66 0.218
H 0.15 0.01 3.42 0.218
H -2.31 1.46 2.87 0.198
H -1.67 1.75 0.56 0.200
H -0.43 0.37 0.79 0.193
N 0.90 -2.35 -2.86 -0.825
C 0.99 -1.02 -3.20 0.272
N 0.49 -0.57 -4.28 -0.692
H 0.49 -2.95 -3.58 0.381
H 1.68 -2.90 -2.54 0.382
H 1.59 -0.41 -2.51 0.148
H 0.56 0.44 -4.23 0.335
```

Calculated values
HOMO: -8.90 eV
Spin multiplicity: 1
ΔE to the lowest compared entry with this formula, charge and spin: 50.88 kcal/mol
Charge: 0
Electronic energy: -267.8442 Eh
SMILES: [H]/N=C/N.C=CC

---

# 3
Below is a 4-piece molecular cluster, C30H64BN6O9 overall, with properties calculated with ωB97M-V with the def2-TZVPD basis set.

Structure (XYZ):
```
110
Properties=species:S:1:pos:R:3:lowdin_charge:R:1
C 8.12 0.27 2.27 -0.128
C 6.95 -0.60 1.60 -0.249
C 6.29 0.30 0.47 -0.228
C 5.91 -0.48 -0.85 -0.193
C 4.57 0.13 -1.43 -0.233
C 4.72 1.58 -2.05 -0.161
C 3.60 2.50 -1.40 -0.200
C 2.14 1.99 -1.68 -0.186
C 1.03 2.59 -0.73 -0.096
C 1.18 2.20 0.81 -0.384
N 1.64 3.46 1.46 0.093
N 2.20 1.16 1.11 0.129
C 1.52 -0.10 1.04 -0.219
N 1.88 -1.21 0.46 0.150
C 1.08 -2.48 0.51 -0.132
C 0.27 -2.73 -0.83 -0.155
C 0.02 -4.31 -0.91 -0.166
C -1.36 -4.68 -1.60 -0.183
N -2.36 -5.00 -0.55 0.018
C -2.92 -3.83 0.08 -0.467
C -2.57 -3.44 1.57 0.005
O -3.71 -3.16 -0.59 0.039
N 0.31 0.07 1.77 0.170
C -0.07 1.54 1.53 -0.302
N -1.38 1.64 0.88 0.108
B -0.08 2.10 3.07 -0.520
O 1.07 1.94 3.92 0.098
O -1.22 2.71 3.61 0.143
H 7.60 1.13 2.80 0.077
H 8.71 -0.31 3.02 0.069
H 8.76 0.68 1.45 0.072
H 6.20 -0.75 2.43 0.099
H 7.37 -1.57 1.23 0.103
H 6.95 1.17 0.17 0.108
H 5.38 0.78 0.93 0.099
H 6.74 -0.55 -1.60 0.121
H 5.66 -1.54 -0.54 0.102
H 4.08 -0.58 -2.16 0.100
H 3.88 0.24 -0.54 0.050
H 4.55 1.52 -3.16 0.089
H 5.73 1.99 -1.77 0.115
H 3.78 2.65 -0.30 0.086
H 3.74 3.52 -1.88 0.120
H 2.03 0.88 -1.65 0.092
H 1.86 2.31 -2.72 0.125
H 0.01 2.28 -1.10 0.108
H 1.05 3.71 -0.82 0.124
H 2.51 3.79 1.05 0.094
H 0.95 4.21 1.34 0.111
H 2.62 1.19 2.05 0.159
H 2.75 -1.25 -0.07 0.148
H 1.85 -3.30 0.56 0.142
H 0.42 -2.50 1.41 0.121
H 0.86 -2.38 -1.73 0.117
H -0.70 -2.18 -0.76 0.105
H 0.91 -4.84 -1.34 0.120
H -0.05 -4.65 0.17 0.102
H -1.18 -5.61 -2.21 0.123
H -1.71 -3.88 -2.30 0.130
H -2.00 -5.66 0.14 0.115
H -3.51 -3.33 2.18 0.088
H -2.11 -2.42 1.52 0.063
H -1.88 -4.21 2.01 0.083
H -0.49 -0.47 1.42 0.115
H -2.12 1.39 1.55 0.097
H -1.46 1.01 0.08 0.091
H 1.40 2.85 4.04 0.114
H -0.92 3.13 4.44 0.121
O 4.71 0.10 -4.65 0.089
C 3.80 -0.34 -5.30 -0.504
O 2.63 -0.62 -4.69 -0.020
C 1.42 -0.97 -5.39 -0.231
C 1.37 -2.45 -5.70 -0.061
C 3.97 -0.68 -6.76 0.021
H 1.30 -0.35 -6.29 0.118
H 0.60 -0.71 -4.72 0.118
H 2.19 -2.76 -6.36 0.072
H 0.43 -2.71 -6.18 0.087
H 1.47 -3.03 -4.78 0.074
H 4.40 -1.67 -6.85 0.102
H 4.64 0.05 -7.20 0.098
H 3.04 -0.63 -7.33 0.074
O -10.34 -5.10 -1.18 0.110
C -9.53 -4.72 -0.38 -0.526
O -8.59 -3.83 -0.75 0.000
C -7.70 -3.17 0.16 -0.228
C -6.48 -4.01 0.44 -0.072
C -9.49 -5.28 1.02 0.007
H -8.22 -2.86 1.06 0.114
H -7.39 -2.25 -0.34 0.124
H -6.75 -4.95 0.93 0.072
H -5.78 -3.48 1.09 0.063
H -5.97 -4.27 -0.49 0.078
H -8.92 -6.21 1.01 0.096
H -10.51 -5.49 1.33 0.093
H -9.07 -4.60 1.76 0.067
O -1.82 8.89 3.77 0.109
C -2.60 7.99 3.96 -0.526
O -2.34 6.76 3.45 -0.008
C -3.08 5.58 3.77 -0.237
C -4.31 5.45 2.90 -0.059
C -3.89 8.22 4.70 0.011
H -3.32 5.55 4.84 0.117
H -2.41 4.74 3.58 0.091
H -5.01 6.28 3.06 0.070
H -4.84 4.52 3.11 0.082
H -4.03 5.47 1.85 0.085
H -4.64 8.59 3.99 0.099
H -3.72 8.97 5.47 0.095
H -4.28 7.34 5.20 0.069
```

Calculated values
HOMO: -11.38 eV
Spin multiplicity: 1
Charge: +1
Electronic energy: -2211.8505 Eh